Molecular formula: C19H20N4SbSe4Ta
Method: DFT, ωB97M-V with the def2-TZVPD basis set

The calculation puts the energy above the lowest of the compared OMol25 structures with the same formula, charge and spin at 207.8 kJ/mol. The calculation puts the frontier orbital gap (spin up / spin down) at 0.1939 / 0.1938 hartree.

The geometry in ORCA input format:
```
! RIJCOSX wB97M-V def2-TZVPD def2/J DEFGRID3
* xyz 2 1
Ta -0.189 -0.413 -0.385
C 1.279 1.677 1.752
C 2.243 1.489 0.590
C 1.718 1.954 -0.740
C 2.265 3.039 -1.383
C 1.821 3.402 -2.652
C 0.824 2.663 -3.260
C 0.293 1.590 -2.578
N 0.712 1.246 -1.336
N 0.052 0.820 1.649
C 0.065 -0.273 2.660
C 0.995 -1.371 2.236
C 1.794 -2.058 3.111
C 2.549 -3.134 2.637
C 2.461 -3.485 1.306
C 1.644 -2.749 0.467
N 0.938 -1.690 0.914
C -1.159 1.645 1.839
C -2.374 0.906 1.351
C -3.601 1.100 1.954
C -4.723 0.474 1.431
C -4.578 -0.340 0.319
C -3.326 -0.523 -0.216
N -2.211 0.079 0.282
H 0.960 2.717 1.793
H 1.783 1.457 2.694
H 2.556 0.444 0.508
H 3.148 2.055 0.810
H 3.071 3.579 -0.908
H 2.272 4.242 -3.162
H 0.473 2.884 -4.257
H -0.470 0.966 -3.022
H -0.945 -0.686 2.732
H 0.324 0.113 3.648
H 1.822 -1.776 4.154
H 3.182 -3.691 3.315
H 3.010 -4.319 0.892
H 1.532 -3.026 -0.573
H -1.049 2.556 1.247
H -1.284 1.945 2.882
H -3.674 1.746 2.818
H -5.694 0.618 1.887
H -5.421 -0.846 -0.128
H -3.174 -1.168 -1.065
Se 1.299 -3.970 -3.185
Sb 2.252 -1.811 -3.473
Se -0.811 -1.908 -1.974
Se 1.520 -0.318 -5.133
Se 3.267 -0.891 -1.500
*
```


Molecular formula: C3H2ClNO
Method: DFT, ωB97M-V with the def2-TZVPD basis set

The calculation puts the energy above the lowest of the compared OMol25 structures with the same formula, charge and spin at 48.3 kJ/mol. As for the SMILES: N#CCC(=O)Cl. The calculation puts the frontier orbital gap at 0.4231 hartree.

The geometry in ORCA input format:
```
! RIJCOSX wB97M-V def2-TZVPD def2/J DEFGRID3
* xyz 0 1
N 1.024 -0.847 -2.480
C 0.578 -0.454 -1.472
C 0.318 -0.163 -0.035
C -0.701 0.749 0.729
O -0.582 1.853 1.125
Cl -2.138 -0.277 1.316
H 0.141 -1.025 0.508
H 1.361 0.164 0.309
*
```


Molecular formula: C30H34N4O4PS5Zn
Method: DFT, ωB97M-V with the def2-TZVPD basis set

The calculation puts the frontier orbital gap (spin up / spin down) at 0.1286 / 0.2334 hartree.

The geometry in ORCA input format:
```
! RIJCOSX wB97M-V def2-TZVPD def2/J DEFGRID3
* xyz -2 2
Zn 2.196 -0.647 -0.911
C -3.918 -0.470 -0.408
C -3.556 0.335 0.849
C -4.787 0.395 1.754
C -3.193 1.771 0.443
C -2.359 -0.327 1.535
C -2.460 -0.948 2.781
C -1.336 -1.533 3.375
C -0.134 -1.530 2.708
S 1.416 -2.183 3.195
C 2.094 -1.730 1.626
N 1.186 -1.100 0.825
C -0.016 -0.957 1.416
C -1.143 -0.337 0.862
C 3.413 -2.006 1.199
C 4.356 -2.655 2.026
C 5.631 -2.910 1.557
C 5.995 -2.539 0.267
C 5.053 -1.897 -0.550
C 3.769 -1.607 -0.132
H -4.742 0.009 -0.947
H -4.223 -1.483 -0.136
H -3.063 -0.555 -1.080
H -5.589 0.941 1.250
H -4.568 0.906 2.694
H -5.159 -0.603 1.992
H -4.070 2.278 0.028
H -2.408 1.786 -0.312
H -2.830 2.339 1.303
H -3.397 -0.963 3.322
H -1.419 -1.987 4.357
H -1.040 0.101 -0.122
H 4.087 -2.940 3.039
H 6.351 -3.402 2.204
H 6.995 -2.743 -0.099
H 5.352 -1.622 -1.560
C -0.093 -5.463 -4.292
C -0.487 -4.079 -4.760
O 0.620 -3.194 -4.579
P 0.418 -1.877 -3.666
S 2.157 -0.944 -3.590
S -0.464 -2.266 -1.962
O -0.618 -1.103 -4.664
C -1.067 0.202 -4.301
C -0.488 1.241 -5.239
H -0.918 -6.165 -4.438
H 0.156 -5.430 -3.232
H 0.776 -5.823 -4.843
H -1.351 -3.721 -4.196
H -0.741 -4.069 -5.824
H -0.808 0.413 -3.259
H -2.159 0.189 -4.367
H 0.599 1.227 -5.193
H -0.842 2.235 -4.960
H -0.791 1.035 -6.268
N -2.863 3.074 4.229
C -1.522 3.022 3.801
C -0.787 1.846 3.960
C 0.529 1.784 3.543
C 1.134 2.904 2.984
C 0.418 4.078 2.839
C -0.909 4.138 3.245
S 2.810 2.772 2.411
O 3.220 4.127 2.074
O 3.552 2.094 3.440
N 2.690 1.821 1.150
C 2.328 2.275 -0.038
S 2.194 3.976 -0.528
C 1.697 3.470 -2.108
C 1.684 2.127 -2.186
N 2.019 1.452 -1.036
H -3.305 2.166 4.215
H -3.416 3.736 3.706
H -1.261 0.965 4.371
H 1.090 0.862 3.636
H 0.906 4.936 2.397
H -1.476 5.055 3.120
H 1.460 4.175 -2.886
H 1.422 1.550 -3.054
*
```


Molecular formula: C22H52N2O7S7
Method: DFT, ωB97M-V with the def2-TZVPD basis set

The calculation puts the energy above the lowest of the compared OMol25 structures with the same formula, charge and spin at 83.7 kJ/mol. The calculation puts the frontier orbital gap at 0.2966 hartree.

The geometry in ORCA input format:
```
! RIJCOSX wB97M-V def2-TZVPD def2/J DEFGRID3
* xyz 0 1
C 0.814 2.344 3.909
S 1.058 2.897 5.613
O 0.173 4.084 5.735
C 0.202 1.477 6.341
H -0.164 1.859 3.839
H 1.558 1.688 3.466
H 0.682 3.224 3.279
H 0.520 1.456 7.389
H 0.500 0.525 5.906
H -0.876 1.638 6.360
C -2.085 -2.049 2.437
S -0.370 -2.315 2.845
O 0.329 -1.019 3.102
C -0.601 -3.033 4.475
H -2.660 -2.975 2.490
H -2.178 -1.715 1.402
H -2.511 -1.295 3.105
H 0.348 -3.039 5.005
H -0.785 -4.108 4.359
H -1.450 -2.606 5.003
C -0.960 -4.807 -0.888
S -0.617 -6.251 -1.935
O 0.779 -6.637 -1.592
C -1.671 -7.392 -1.003
H -0.166 -4.921 -0.143
H -1.973 -4.784 -0.497
H -0.721 -3.853 -1.360
H -2.710 -7.065 -1.023
H -1.277 -7.404 0.012
H -1.566 -8.367 -1.472
C 1.465 6.420 -1.356
S 2.362 5.151 -0.446
O 3.551 5.770 0.190
C 1.156 4.981 0.887
H 1.965 6.629 -2.299
H 1.361 7.334 -0.770
H 0.460 6.036 -1.544
H 1.568 4.279 1.607
H 0.170 4.683 0.532
H 1.083 5.965 1.352
C -0.230 1.032 0.865
S -1.189 0.506 -0.580
O -0.966 -0.968 -0.665
C -0.078 1.271 -1.794
H 0.050 2.084 0.842
H 0.716 0.494 0.745
H -0.709 0.642 1.755
H -0.561 0.991 -2.728
H 0.969 1.013 -1.672
H -0.250 2.348 -1.705
C -1.942 -0.991 -7.172
S -1.678 -0.634 -5.418
O -0.467 -1.409 -5.060
C -1.145 1.093 -5.633
H -2.082 -2.074 -7.162
H -1.069 -0.726 -7.762
H -2.872 -0.574 -7.558
H -1.446 1.499 -6.591
H -0.052 1.040 -5.545
H -1.339 1.692 -4.743
C 5.463 3.315 1.219
S 4.989 1.951 2.278
O 4.317 2.542 3.471
C 3.713 1.204 1.249
H 5.781 4.176 1.803
H 4.640 3.674 0.600
H 6.294 3.006 0.583
H 3.130 0.660 1.993
H 4.066 0.586 0.426
H 3.056 1.974 0.828
N -5.585 -0.515 -2.686
C -4.651 -0.257 -1.715
C -5.343 0.162 -0.606
C -6.719 0.156 -0.914
C -6.837 -0.244 -2.226
H -5.375 -0.749 -3.640
H -3.604 -0.412 -1.910
H -4.894 0.373 0.352
H -7.515 0.508 -0.279
H -7.739 -0.307 -2.809
N 3.702 -2.605 0.521
C 2.510 -1.972 0.367
C 2.305 -1.745 -0.974
C 3.438 -2.256 -1.647
C 4.277 -2.821 -0.719
H 4.107 -2.816 1.415
H 1.826 -1.703 1.157
H 1.457 -1.250 -1.413
H 3.615 -2.330 -2.708
H 5.155 -3.441 -0.746
*
```


Molecular formula: C4H9NOS
Method: DFT, ωB97M-V with the def2-TZVPD basis set

The calculation puts the energy above the lowest of the compared OMol25 structures with the same formula, charge and spin at 249.6 kJ/mol. As for the SMILES: N[C@@H](C=O)CCS. The calculation puts the frontier orbital gap at 0.3545 hartree.

The geometry in ORCA input format:
```
! RIJCOSX wB97M-V def2-TZVPD def2/J DEFGRID3
* xyz 0 1
N 1.173 0.998 0.664
C -0.242 0.421 0.744
C -1.088 1.541 1.150
O -1.410 1.746 2.330
C -0.578 -0.003 -0.665
C 0.420 -1.218 -1.188
S 0.027 -2.834 -0.733
H 1.199 1.790 0.001
H 1.880 0.324 0.672
H -0.312 -0.437 1.407
H -1.500 2.170 0.375
H -1.503 -0.496 -0.787
H -0.509 0.860 -1.443
H 1.401 -0.964 -0.653
H 0.544 -1.093 -2.347
H 0.500 -2.804 0.473
*
```


Molecular formula: C5H13N2P
Method: DFT, ωB97M-V with the def2-TZVPD basis set

The calculation puts the energy above the lowest of the compared OMol25 structures with the same formula, charge and spin at 208.3 kJ/mol. The calculation puts the frontier orbital gap at 0.2800 hartree.

The geometry in ORCA input format:
```
! RIJCOSX wB97M-V def2-TZVPD def2/J DEFGRID3
* xyz 0 1
C 1.775 -0.071 0.515
C 1.241 0.613 -0.812
C 0.634 -0.912 1.208
C -0.206 0.841 -0.274
C -0.554 -0.221 0.693
N -1.764 -0.545 0.889
N -4.586 -0.639 0.164
P -3.364 0.311 0.142
H 2.633 -0.673 0.279
H 1.952 0.739 1.199
H 1.756 1.515 -1.005
H 1.287 0.001 -1.689
H 0.572 -1.901 0.976
H 0.711 -0.783 2.302
H -0.316 1.795 0.166
H -1.056 0.748 -1.049
H 4.845 0.720 -2.610
H -2.084 -1.347 1.429
H -5.395 -0.312 0.649
H 4.833 0.286 -1.951
H -2.916 -0.163 -1.220
*
```


Molecular formula: HIO4S
Method: DFT, ωB97M-V with the def2-TZVPD basis set

The calculation puts the energy above the lowest of the compared OMol25 structures with the same formula, charge and spin at 191.4 kJ/mol. The calculation puts the frontier orbital gap (spin up / spin down) at 0.2729 / 0.2879 hartree.

The geometry in ORCA input format:
```
! RIJCOSX wB97M-V def2-TZVPD def2/J DEFGRID3
* xyz 0 1
O -0.028 0.849 0.495
O 2.179 1.781 0.680
O -0.147 -0.859 -1.201
O -1.232 -1.290 -1.706
S 0.981 1.867 -0.043
I 1.405 0.510 -2.408
H -0.313 -0.108 -0.219
*
```


Molecular formula: C5H14N2O
Method: DFT, ωB97M-V with the def2-TZVPD basis set

The calculation puts the energy above the lowest of the compared OMol25 structures with the same formula, charge and spin at 239.7 kJ/mol. As for the SMILES: CNC(C)=O.CNC. The calculation puts the frontier orbital gap at 0.3421 hartree.

The geometry in ORCA input format:
```
! RIJCOSX wB97M-V def2-TZVPD def2/J DEFGRID3
* xyz 0 1
C -2.549 -0.067 0.860
N -1.481 -0.483 -0.026
C -0.243 -1.135 0.533
C 0.301 -2.216 -0.373
O -0.067 -1.134 1.748
H -2.392 -0.398 1.887
H -2.575 1.026 0.878
H -3.503 -0.456 0.493
H -1.769 -0.787 -0.948
H -0.064 -2.144 -1.399
H 1.390 -2.138 -0.399
H 0.032 -3.187 0.047
C 1.319 1.036 -1.510
N 0.858 0.800 -0.151
C 1.549 1.626 0.826
H 0.740 0.427 -2.210
H 2.381 0.803 -1.639
H 1.148 2.083 -1.778
H -0.281 0.814 -0.102
H 1.294 1.300 1.836
H 1.274 2.678 0.699
H 2.637 1.553 0.729
*
```


Molecular formula: C5H5NO
Method: DFT, ωB97M-V with the def2-TZVPD basis set

The calculation puts the energy above the lowest of the compared OMol25 structures with the same formula, charge and spin at 371.4 kJ/mol. The calculation puts the frontier orbital gap at 0.3287 hartree.

The geometry in ORCA input format:
```
! RIJCOSX wB97M-V def2-TZVPD def2/J DEFGRID3
* xyz 0 1
C 1.208 0.531 -0.650
C 1.351 -0.798 -0.412
C -1.898 0.179 -0.233
C 0.125 0.852 0.494
C 0.270 -0.748 0.678
N -1.227 1.229 0.132
O -1.435 -1.031 -0.273
H 1.845 1.138 -1.168
H 1.970 -1.638 -0.742
H -2.929 0.215 -0.600
H 0.604 1.445 1.255
H 0.116 -1.374 1.519
*
```


Molecular formula: C37H43BGeI2N6O2Rb
Method: DFT, ωB97M-V with the def2-TZVPD basis set

The calculation puts the energy above the lowest of the compared OMol25 structures with the same formula, charge and spin at 86.5 kJ/mol. The calculation puts the frontier orbital gap at 0.2901 hartree.

The geometry in ORCA input format:
```
! RIJCOSX wB97M-V def2-TZVPD def2/J DEFGRID3
* xyz -1 1
Rb -0.871 -0.432 0.846
C -2.884 1.490 3.223
C -1.801 2.454 2.873
C -1.627 3.746 3.384
C -0.529 4.244 2.709
C 0.091 5.585 2.897
N -0.100 3.288 1.853
N -0.869 2.198 1.967
B 0.984 3.496 0.776
N 0.433 3.285 -0.643
N -0.421 2.315 -0.982
C -0.624 2.403 -2.288
C -1.554 1.503 -3.020
C 0.133 3.452 -2.823
C 0.792 3.994 -1.737
C 1.718 5.162 -1.750
N 2.197 2.549 0.968
N 2.118 1.213 0.914
C 3.324 0.726 1.199
C 3.609 -0.730 1.300
C 4.219 1.777 1.409
C 3.461 2.923 1.251
C 3.947 4.325 1.355
H -3.480 1.887 4.044
H -2.474 0.522 3.519
H -3.540 1.335 2.364
H -2.220 4.248 4.128
H -0.429 6.106 3.699
H 0.021 6.181 1.988
H 1.142 5.489 3.163
H 1.371 4.612 0.871
H -1.685 0.563 -2.481
H -1.174 1.311 -4.024
H -2.534 1.974 -3.117
H 0.198 3.764 -3.850
H 1.734 5.589 -2.752
H 2.729 4.857 -1.477
H 1.395 5.932 -1.047
H 2.676 -1.286 1.357
H 4.204 -0.930 2.190
H 4.171 -1.083 0.434
H 5.263 1.718 1.645
H 5.020 4.325 1.534
H 3.462 4.853 2.174
H 3.746 4.878 0.438
I 1.733 -0.170 -1.633
C 1.755 -1.477 -3.378
I -0.116 -1.741 -4.402
H 2.065 -2.467 -3.063
H 2.443 -1.081 -4.117
O -1.426 -3.874 1.250
C -1.905 -3.130 0.359
O -2.632 -2.154 0.556
C -1.489 -3.493 -1.077
C 0.005 -3.716 -1.074
Ge 0.535 -4.940 0.458
C 0.830 -4.757 2.430
C 1.516 -3.673 2.952
C 1.811 -3.592 4.303
C 1.414 -4.608 5.156
C 0.698 -5.682 4.653
C 0.407 -5.751 3.300
C -0.252 -6.728 0.065
C 0.415 -7.600 -0.787
C -0.124 -8.831 -1.114
C -1.352 -9.210 -0.598
C -2.036 -8.343 0.238
C -1.486 -7.116 0.570
C 2.492 -5.154 -0.048
C 3.154 -4.250 -0.865
C 4.473 -4.431 -1.239
C 5.175 -5.528 -0.777
C 4.552 -6.411 0.090
C 3.230 -6.220 0.449
H -1.821 -2.709 -1.764
H -1.988 -4.429 -1.339
H 0.529 -2.762 -0.985
H 0.334 -4.217 -1.992
H 1.822 -2.879 2.283
H 2.360 -2.742 4.689
H 1.666 -4.563 6.209
H 0.371 -6.470 5.322
H -0.168 -6.582 2.912
H 1.370 -7.299 -1.197
H 0.412 -9.494 -1.781
H -1.768 -10.177 -0.849
H -3.008 -8.627 0.621
H -2.019 -6.433 1.217
H 2.630 -3.372 -1.213
H 4.947 -3.711 -1.891
H 6.199 -5.690 -1.087
H 5.106 -7.252 0.486
H 2.745 -6.914 1.126
*
```


Molecular formula: C21H23Cl2NO4
Method: DFT, ωB97M-V with the def2-TZVPD basis set

As for the SMILES: COc1cc2c(cc1OC)CN(C(=O)CCCOc1ccc(Cl)cc1Cl)CC2. The calculation puts the frontier orbital gap at 0.3171 hartree.

The geometry in ORCA input format:
```
! RIJCOSX wB97M-V def2-TZVPD def2/J DEFGRID3
* xyz 0 1
C 5.537 4.508 -0.149
O 5.008 3.973 1.037
C 3.967 3.101 0.945
C 3.375 2.684 -0.231
C 2.311 1.783 -0.231
C 1.833 1.297 0.973
C 2.426 1.708 2.166
C 3.480 2.599 2.175
O 4.117 3.053 3.288
C 3.672 2.600 4.542
C 0.696 0.311 1.037
N 0.036 0.140 -0.241
C -1.305 0.294 -0.317
O -1.980 0.491 0.679
C -1.924 0.179 -1.703
C -3.450 0.221 -1.639
C -4.009 -1.029 -0.966
O -3.568 -2.153 -1.710
C -3.785 -3.390 -1.225
C -4.540 -3.698 -0.097
C -4.707 -5.011 0.311
C -4.118 -6.036 -0.407
Cl -4.324 -7.675 0.098
C -3.357 -5.763 -1.534
C -3.195 -4.451 -1.930
Cl -2.244 -4.086 -3.319
C 0.961 0.019 -1.340
C 1.689 1.351 -1.531
H 6.345 5.169 0.161
H 5.941 3.725 -0.800
H 4.788 5.087 -0.700
H 3.731 3.052 -1.181
H 2.036 1.311 3.090
H 4.309 3.093 5.275
H 3.781 1.514 4.641
H 2.629 2.877 4.725
H 1.078 -0.662 1.379
H -0.061 0.645 1.751
H -1.561 1.003 -2.321
H -1.623 -0.764 -2.162
H -3.850 0.292 -2.651
H -3.772 1.089 -1.063
H -5.106 -0.992 -0.953
H -3.637 -1.083 0.063
H -5.007 -2.911 0.472
H -5.295 -5.232 1.187
H -2.893 -6.559 -2.094
H 1.691 -0.757 -1.082
H 0.451 -0.279 -2.254
H 0.972 2.110 -1.860
H 2.453 1.255 -2.304
*
```


Molecular formula: C2H8N2P
Method: DFT, ωB97M-V with the def2-TZVPD basis set

The calculation puts the energy above the lowest of the compared OMol25 structures with the same formula, charge and spin at 21.2 kJ/mol. As for the SMILES: CNC(=[NH2+])P. The calculation puts the frontier orbital gap at 0.4064 hartree.

The geometry in ORCA input format:
```
! RIJCOSX wB97M-V def2-TZVPD def2/J DEFGRID3
* xyz 1 1
C -0.084 1.949 -0.148
N 0.556 0.684 0.156
C 0.091 -0.500 -0.111
N -1.024 -0.758 -0.737
P 1.402 -2.070 0.744
H -0.066 2.152 -1.220
H -1.114 1.947 0.205
H 0.454 2.742 0.364
H 1.458 0.733 0.613
H -1.619 -0.016 -1.092
H -1.330 -1.704 -0.900
H 0.633 -3.107 0.202
H 0.643 -2.051 1.923
*
```